No. 1
7
Properties=species:S:1:pos:R:3:lowdin_charge:R:1 method="wB97M-V/def2-TZVPD" multiplicity=3 orbital_gap_ha="0.2920 / 0.3081" largest_force_ev_per_a=4.9 s2=2.0068 e_above_lowest_kj_mol=317.7 e_tot_ev=-7230.287
O -2.651 0.827 -0.167 0.161
H 2.089 -0.914 -0.041 -0.005
O -1.218 -1.107 0.094 0.085
C 1.761 0.053 0.279 0.237
C -1.655 0.233 -0.022 -0.471
C -0.314 -0.073 0.055 -0.001
H 1.987 0.981 -0.198 -0.008

No. 2
8
Properties=species:S:1:pos:R:3:lowdin_charge:R:1 method="wB97M-V/def2-TZVPD" multiplicity=4 orbital_gap_ha="0.1869 / 0.2414" largest_force_ev_per_a=2.6 s2=3.7592 total_charge=-1 e_tot_ev=-10476.561
Pt -1.234 1.569 -0.639 0.269
C 0.729 0.077 0.394 -0.342
C 0.082 -1.024 1.089 -0.142
O -0.955 -1.349 0.114 -0.213
O 0.264 -0.010 -0.984 -0.329
H 1.829 0.120 0.397 0.091
C -0.862 -0.693 -1.015 -0.371
H 0.147 1.310 0.643 0.035

No. 3
8
Properties=species:S:1:pos:R:3:lowdin_charge:R:1 method="wB97M-V/def2-TZVPD" multiplicity=6 orbital_gap_ha="0.2933 / 0.2927" largest_force_ev_per_a=6.1 s2=8.7707 e_above_lowest_kj_mol=0.0 total_charge=+1 e_tot_ev=-9806.485
C 0.476 0.733 0.338 -0.323
H 1.342 0.368 0.924 0.149
O -0.342 1.575 1.112 -0.320
C -0.342 -0.440 -0.189 -0.156
H 0.787 1.242 -0.621 0.160
C -0.080 -1.517 -0.849 -0.114
O 0.008 -2.446 -1.594 0.255
Ru -1.849 0.486 0.879 1.349

No. 4
8
Properties=species:S:1:pos:R:3:lowdin_charge:R:1 method="wB97M-V/def2-TZVPD" multiplicity=3 orbital_gap_ha="0.3091 / 0.2311" largest_force_ev_per_a=2.6 s2=2.0074 e_above_lowest_kj_mol=52.5 total_charge=+2 e_tot_ev=-38744.397
C -2.113 -0.421 0.005 -0.045
O 1.185 -0.440 0.539 -0.086
H -4.020 0.419 -0.921 0.100
C -3.050 0.192 -0.505 0.205
O 2.682 1.166 0.324 0.216
H 3.600 1.274 0.025 0.171
C 2.229 -0.009 0.097 -0.199
Yb -0.514 -2.181 0.434 1.639

No. 5
8
Properties=species:S:1:pos:R:3:lowdin_charge:R:1 method="wB97M-V/def2-TZVPD" multiplicity=1 orbital_gap_ha=0.3254 largest_force_ev_per_a=0.6 e_above_lowest_kj_mol=149.9 e_tot_ev=-9283.973
C -0.054 0.353 -0.459 -0.296
H 1.435 -0.970 -1.449 0.136
O -0.173 1.081 -1.415 0.136
O 1.233 -1.393 0.539 0.104
O -1.738 -0.285 1.087 0.103
C -0.906 0.535 0.797 -0.162
C 0.956 -0.793 -0.467 -0.156
H -0.754 1.472 1.367 0.137

No. 6
8
Properties=species:S:1:pos:R:3:lowdin_charge:R:1 method="wB97M-V/def2-TZVPD" multiplicity=1 orbital_gap_ha=0.3812 largest_force_ev_per_a=3.9 e_above_lowest_kj_mol=386.1 e_tot_ev=-9281.524
O -0.034 0.134 -0.075 0.037
C 1.264 -0.435 -0.105 -0.282
O 2.240 0.568 -0.231 0.070
C -0.603 0.871 0.911 -0.289
H -1.579 1.147 0.705 0.122
O -0.065 1.203 1.936 0.096
H 1.428 -1.129 -0.844 0.114
C 2.422 -0.170 0.793 0.132